[1]
Density functional theory data (ωB97M-V/def2-TZVPD) for a gas-phase ion, C5H8NO (charge +1) at a distorted geometry.

Cartesian coordinates (Å):
C 1.342065 -0.399154 0.558630
C 0.319014 -1.089043 -0.306673
C 0.723667 0.386913 -0.571317
C -1.069262 -1.239190 -0.028219
C -1.312543 0.792818 0.582588
N -0.310479 1.372053 -0.243858
O -1.932546 -0.208401 -0.194634
H 1.392692 -0.087826 1.642954
H 2.361424 -0.869817 0.419754
H 0.570965 -1.731949 -1.141887
H 1.251986 0.904831 -1.453878
H -1.547086 -2.147918 0.212659
H -1.023330 0.402381 1.476836
H -0.016204 2.298281 0.122153
H -0.750370 1.616018 -1.075105

Cartesian forces (eV/Å) of the 3 atoms listed first:
C 2.59 -0.55 0.38
C 0.34 2.15 -1.05
C 2.37 0.44 -0.97

Calculated values
LUMO level (alpha / beta) = -0.16462 / -0.19644 Eh
HOMO energy (alpha / beta) = -13.97 / -12.64 eV
total charge = +1
frontier orbital gap (alpha / beta) = 9.49 / 7.30 eV
energy = -8839.463 eV

Here are the natural (NBO) charges for atoms 1 to 2, given in e: -0.44 -0.32


[2]
Density functional theory data (ωB97M-V/def2-TZVPD) for a molecular structure, C35H47F5N7O5P2S3ScSeTe at a distorted geometry.

Cartesian coordinates (Å):
Sc 0.761774 0.721830 0.483777
C 2.266551 -0.881503 2.929027
N 1.646942 -1.269975 1.663428
C 2.549754 -2.004953 0.790309
C 3.259099 -1.021302 -0.074704
N 3.055056 0.273990 -0.025249
C 3.837295 0.804831 -1.042774
C 4.022416 2.125447 -1.437617
C 4.796765 2.355379 -2.560568
C 5.388957 1.308746 -3.273725
C 5.252945 -0.007788 -2.866786
C 4.484901 -0.231606 -1.733489
N 4.118245 -1.381404 -1.066808
C 1.771294 0.455322 3.365115
N 1.576498 1.450451 2.533991
C 1.380608 2.565873 3.340833
C 1.240209 3.908532 3.003758
C 1.125356 4.818985 4.036873
C 1.087255 4.410399 5.373399
C 1.231490 3.081435 5.727521
C 1.398931 2.175837 4.688607
N 1.671600 0.826452 4.665254
H 3.345315 -0.775236 2.774277
H 2.083333 -1.616816 3.711333
H 0.822739 -1.833315 1.863392
H 1.962431 -2.674542 0.157902
H 3.273328 -2.617026 1.348999
H 3.523719 2.927906 -0.911243
H 4.922348 3.370305 -2.914787
H 5.949690 1.533414 -4.172236
H 5.701686 -0.824257 -3.418516
H 4.328306 -2.323660 -1.340936
H 1.256013 4.206441 1.965393
H 1.031941 5.874386 3.814225
H 0.951594 5.153499 6.149193
H 1.220205 2.761323 6.761487
H 1.563240 0.175310 5.423590
C -4.575654 1.503805 4.282240
C -4.223827 0.108056 3.813130
O -2.880643 -0.185775 4.201433
P -1.983791 -1.215399 3.357881
S -0.621469 -1.948650 4.578472
S -1.536812 -0.362652 1.582300
O -3.140440 -2.334006 3.129541
C -2.867426 -3.671355 2.736548
C -4.133917 -4.481739 2.935671
H -5.583623 1.754418 3.948347
H -3.873346 2.224646 3.866048
H -4.533718 1.561431 5.370559
H -4.321458 0.032483 2.727373
H -4.885763 -0.631242 4.272554
H -2.050339 -4.070237 3.345294
H -2.562666 -3.682495 1.693746
H -4.388518 -4.547261 3.994301
H -4.004022 -5.491291 2.541324
H -4.963899 -4.003509 2.413452
F 2.969065 1.233798 -7.019920
C 2.474851 0.796231 -5.853526
C 2.179875 1.686809 -4.837628
F 2.384548 2.995474 -5.039845
C 1.655767 1.222356 -3.647492
F 1.382455 2.108096 -2.694350
C 1.376732 -0.126221 -3.415528
Se 0.516519 -0.792178 -1.857001
C 1.694719 -0.991633 -4.465732
F 1.463939 -2.308017 -4.333496
C 2.237585 -0.551335 -5.655492
F 2.522716 -1.418803 -6.640482
C -2.618208 3.045420 -3.275638
C -1.471928 2.547611 -2.415847
O -1.844643 2.649822 -1.035975
P -0.812231 3.259727 0.053015
O 0.532914 2.560070 -0.128320
Te -2.051804 3.327958 2.016479
O -0.443642 4.725180 -0.572248
C -1.083296 5.939890 -0.214189
C -0.041555 6.975275 0.171212
H -2.350668 2.948267 -4.329080
H -2.823697 4.094580 -3.057832
H -3.519618 2.466394 -3.073454
H -0.576702 3.140538 -2.601665
H -1.253206 1.499314 -2.634613
H -1.768865 5.761638 0.619842
H -1.664443 6.294949 -1.072017
H 0.526395 6.636182 1.038698
H -0.534577 7.917381 0.415668
H 0.656635 7.138398 -0.650891
C -1.992486 -4.245589 -3.705286
N -1.999415 -3.744482 -2.342913
C -2.623761 -2.443478 -2.194828
C -1.190502 -4.277760 -1.394202
S -0.507161 -3.393538 -0.167791
N -1.001029 -5.658980 -1.520433
C 0.045811 -6.261480 -0.715478
C -2.218988 -6.458628 -1.516994
H -1.505338 -3.509621 -4.352873
H -3.013166 -4.399334 -4.068089
H -1.438099 -5.176820 -3.764508
H -3.708924 -2.550123 -2.304896
H -2.255670 -1.754856 -2.955974
H -2.397299 -2.022557 -1.219370
H 0.967002 -5.700930 -0.845503
H 0.197303 -7.288234 -1.055201
H -0.202238 -6.265518 0.351620
H -2.987973 -5.987938 -2.123463
H -2.606812 -6.576893 -0.495936
H -2.005383 -7.448353 -1.922995

Cartesian forces (eV/Å) of the 3 atoms listed first:
Sc 0.79 -2.02 0.54
C -0.17 0.14 0.04
N -0.02 -0.34 0.06

Calculated values
LUMO level (alpha / beta) = 0.07606 / 0.07586 Eh
HOMO energy (alpha / beta) = -1.79 / -4.27 eV
total charge = -1
frontier orbital gap (alpha / beta) = 3.86 / 6.34 eV
energy = -215747.567 eV
spin multiplicity = 2

Here are the Löwdin charges for atoms 1 to 2, given in e: 0.33 -0.15


Relative energy (zero: lowest compared OMol25 entry of this formula, charge and spin) readings, ordered: 5.297, 0.576 eV